A gas-phase ion, C5H6N (charge +1) at a distorted geometry, computed with ωB97M-V/def2-TZVPD.

Computed properties:
- gap between HOMO and LUMO (alpha / beta) (eV) = 9.32 / 9.16
- LUMO (alpha / beta) (Ha) = -0.22925 / -0.23496
- charge = +1
- HOMO (alpha / beta) (eV) = -15.561 / -15.551
- relative energy (zero: lowest compared OMol25 entry of this formula, charge and spin) (eV) = 6.358
- maximum force (Eh/bohr) = 0.0723
- SMILES = C[N+]1=CC#CC1
- multiplicity = 1

Last column: Mulliken charge in e.
Positions of all 12 atoms, in Å:
C 1.513 0.130 0.018  -0.888
N 0.057 0.258 -0.108  0.074
C -0.896 1.218 -0.037  0.014
C -2.114 0.545 0.038  -0.117
C -2.004 -0.722 -0.061  -0.225
C -0.554 -1.121 -0.033  -0.194
H 1.942 0.702 -0.766  0.377
H 1.885 -0.863 0.026  0.359
H 1.717 0.772 0.808  0.392
H -0.572 2.314 -0.013  0.408
H -0.613 -1.550 1.047  0.353
H -0.361 -1.683 -0.920  0.447